*one*
# C7H12N2

2 unconnected molecules or ions with the total composition C7H12N2 (the ωB97M-V functional and the def2-TZVPD basis, the Open Molecules 2025 dataset).

* total charge: 0
* Kohn-Sham gap: 9.54 eV

Each line ends with the Löwdin charge.
Atoms and positions in Å:
C -2.480 1.660 0.136  0.0191
C 0.710 0.644 1.441  -0.1061
C 0.825 -0.679 1.550  -0.1374
C 0.798 1.497 0.214  -0.2104
C 0.910 -1.501 0.330  -0.2239
C 1.625 0.720 -0.795  -0.2089
C 0.891 -0.625 -0.959  -0.2056
N -2.826 0.631 -0.232  -0.1706
N -3.181 -0.547 -0.759  0.0666
H 0.852 -1.284 2.416  0.0900
H -2.999 -1.268 -0.176  0.0484
H -0.198 1.778 -0.066  0.0296
H 1.481 2.382 0.248  0.1235
H 1.944 -2.069 0.492  0.1464
H 0.104 -2.204 0.365  0.0857
H 1.564 1.304 -1.790  0.1347
H 2.620 0.567 -0.642  0.0769
H 1.166 -1.095 -1.985  0.1233
H -0.227 -0.572 -1.141  0.0992
H -4.193 -0.436 -1.036  0.1380
H 0.615 1.099 2.390  0.0817

*two*
# C7H12N2

C7H12N2 in the gas phase (the ωB97M-V functional and the def2-TZVPD basis, the Open Molecules 2025 dataset).

* total charge: 0
* SMILES: C=C/N=C/C(N)=C(C)C
* Kohn-Sham gap: 8.96 eV

Each line ends with the Löwdin charge.
Atoms and positions in Å:
C -0.884 0.171 3.663  0.0007
C -0.008 -0.563 3.070  -0.2727
N 0.037 -0.724 1.724  0.0654
C -0.079 0.138 0.856  -0.1714
C -0.478 -0.105 -0.557  -0.2459
N -1.754 -0.745 -0.770  0.0860
C 0.467 0.162 -1.497  -0.3310
C 0.303 -0.214 -2.891  -0.0829
C 1.818 0.694 -1.114  -0.0697
H -1.121 0.169 4.707  0.0513
H -1.440 0.842 3.027  0.0501
H 0.654 -1.276 3.659  0.1260
H -0.250 1.160 1.244  0.1338
H -1.999 -0.889 -1.726  0.0429
H -2.604 -0.292 -0.354  0.1083
H -0.624 -0.866 -2.941  0.0759
H 1.117 -0.819 -3.291  0.0793
H 0.161 0.526 -3.741  0.1018
H 1.937 0.769 0.002  0.0767
H 2.663 0.138 -1.376  0.0418
H 2.084 1.723 -1.693  0.1335

The least stable of them is *one*.